Computed, not measured: a 9-piece molecular cluster, C4H25NO9 overall in a non-equilibrium geometry, with ωB97M-V/def2-TZVPD.

Last column: Mulliken charge in e.
CARTESIAN COORDINATES (ANGSTROEM)
1 C 1.095 -2.368 2.811  -1.22
2 N 0.720 -2.235 1.401  0.27
3 C 0.267 -3.534 0.881  -1.30
4 C 1.782 -1.626 0.626  -0.65
5 C 1.263 -0.567 -0.336  0.21
6 O 2.018 0.002 -1.076  -0.52
7 H 1.161 -1.363 3.212  0.40
8 H 0.244 -2.822 3.324  0.36
9 H 1.976 -2.998 2.969  0.40
10 H -0.701 -3.635 1.385  0.44
11 H 0.830 -4.343 1.322  0.35
12 H 0.221 -3.569 -0.198  0.35
13 H 2.448 -2.314 0.095  0.32
14 H 2.457 -1.067 1.282  0.38
15 H 0.188 -0.347 -0.191  0.27
16 O -2.960 0.467 0.954  -0.67
17 H -2.715 1.122 0.289  0.24
18 H -2.506 0.831 1.726  0.33
19 O -1.060 2.282 -1.528  -0.54
20 H -1.738 1.691 -1.881  0.24
21 H -1.061 3.024 -2.142  0.27
22 O -0.823 2.586 0.969  -0.68
23 H -0.941 2.514 0.008  0.41
24 H -0.064 2.010 1.146  0.30
25 O -3.147 -2.289 0.598  -0.68
26 H -3.330 -1.812 1.415  0.30
27 H -2.299 -2.734 0.636  0.30
28 O 1.928 3.378 -1.023  -0.70
29 H 1.544 2.599 -1.445  0.35
30 H 1.252 4.034 -0.831  0.33
31 O -2.680 -0.423 -1.543  -0.61
32 H -2.609 -0.519 -0.578  0.41
33 H -2.497 -1.348 -1.753  0.32
34 O 2.411 2.221 1.390  -0.66
35 H 3.021 1.487 1.398  0.29
36 H 2.194 2.662 0.550  0.41
37 O 0.336 0.579 -3.822  -0.62
38 H -0.073 -0.017 -3.181  0.29
39 H 1.254 0.507 -3.522  0.32

Cartesian forces (eV/Å) of the 3 atoms listed first:
-1.2 0.1 -0.4
0.7 -0.3 -0.3
-0.6 1.1 1.5

## Properties
- Net charge: 0
- Maximum force: 0.03822 Eh/bohr
- Kohn-Sham gap: 0.3577 hartree
- ΔE to the lowest compared entry with this formula, charge and spin: 43.9 kcal per mole

Computed, not measured: C12H35N3O5Ti as an isolated structure in a non-equilibrium geometry, with ωB97M-V/def2-TZVPD.

Last column: Mulliken spin population.
CARTESIAN COORDINATES (ANGSTROEM)
1 Ti 8.015 5.549 -13.504  2.91
2 O 8.073 5.343 -10.236  0.01
3 H 7.979 5.175 -9.278  0.00
4 O 11.170 6.209 -13.517  0.05
5 H 11.077 7.106 -13.141  0.00
6 C 4.600 2.804 -18.106  0.00
7 C 5.872 2.477 -17.224  0.05
8 C 7.185 2.015 -17.993  -0.01
9 O 6.848 0.981 -18.944  0.00
10 C 8.018 0.233 -19.308  0.00
11 N 6.221 3.550 -16.294  -0.03
12 H 4.295 1.996 -18.770  0.00
13 H 4.824 3.640 -18.768  0.00
14 H 3.747 3.174 -17.536  0.00
15 H 5.524 1.620 -16.649  0.01
16 H 7.828 1.650 -17.192  0.00
17 H 7.611 2.858 -18.537  0.00
18 H 7.735 -0.411 -20.140  0.00
19 H 8.369 -0.373 -18.473  0.00
20 H 8.808 0.888 -19.675  0.00
21 H 5.461 3.567 -15.629  0.00
22 H 6.185 4.494 -16.650  -0.01
23 C 3.900 8.433 -17.265  -0.01
24 C 3.419 8.390 -15.812  0.04
25 C 2.014 7.751 -15.608  0.00
26 O 0.901 8.297 -16.344  0.00
27 C -0.328 7.605 -16.208  0.00
28 N 4.480 7.844 -15.009  -0.02
29 H 4.917 8.822 -17.300  0.00
30 H 3.271 9.094 -17.861  0.00
31 H 3.823 7.433 -17.693  0.00
32 H 3.337 9.429 -15.495  0.01
33 H 1.729 7.687 -14.558  0.00
34 H 2.124 6.685 -15.809  0.00
35 H -1.144 7.977 -16.828  0.00
36 H -0.684 7.616 -15.178  0.00
37 H -0.172 6.581 -16.547  0.00
38 H 4.072 7.781 -14.088  0.00
39 H 5.180 8.562 -14.892  0.00
40 C 9.739 0.599 -12.502  0.01
41 C 10.854 -0.092 -11.633  0.00
42 C 11.570 -1.260 -12.431  0.00
43 O 10.757 -2.411 -12.589  0.00
44 C 11.001 -3.411 -11.612  0.00
45 N 11.830 0.888 -11.219  0.00
46 H 9.172 1.275 -11.862  0.00
47 H 9.102 -0.168 -12.941  0.00
48 H 10.107 1.227 -13.314  0.00
49 H 10.330 -0.516 -10.776  0.00
50 H 12.568 -1.466 -12.046  0.00
51 H 11.820 -0.793 -13.384  0.00
52 H 12.022 -3.780 -11.712  0.00
53 H 10.214 -4.153 -11.750  0.00
54 H 10.696 -3.051 -10.629  0.00
55 H 12.529 0.437 -10.647  0.00
56 H 12.319 1.116 -12.073  0.00

Cartesian forces (eV/Å) of the 3 atoms listed first:
1.8 0.2 1.5
-0.2 0.0 -0.4
-0.1 0.0 -0.8

## Properties
- Multiplicity: 4
- Net charge: -1
- Maximum force: 0.05212 Eh/bohr
- <S²>: 3.75
- Kohn-Sham gap (spin up / spin down): 0.2040 / 0.1796 hartree
- ΔE to the lowest compared entry with this formula, charge and spin: 89.4 kcal per mole